{
  "formula": "C20H21N3O3S",
  "method": "ωB97M-V/def2-TZVPD",
  "elements": ["C", "C", "C", "C", "C", "C", "C", "H", "H", "C", "N", "C", "C", "O", "C", "H", "H", "H", "C", "H", "H", "S", "O", "C", "C", "O", "N", "H", "C", "C", "N", "C", "C", "C", "C", "H", "H", "H", "H", "H", "H", "H", "H", "H", "H", "H", "H", "H"],
  "coordinates": [[-6.423642, -0.838434, 0.397717], [-5.047971, -0.248269, 0.360627], [-4.624008, 0.491336, -0.738531], [-3.348786, 1.016650, -0.792778], [-2.462505, 0.807728, 0.262610], [-2.883821, 0.077110, 1.373204], [-4.160590, -0.443712, 1.414533], [-4.479991, -1.009067, 2.278356], [-2.197251, -0.058689, 2.193813], [-1.115869, 1.329735, 0.213031], [-0.127260, 0.995023, 0.991652], [0.938297, 1.742472, 0.575519], [0.539184, 2.528097, -0.472104], [-0.768080, 2.257112, -0.703968], [1.229576, 3.533528, -1.316379], [0.487950, 4.134915, -1.836082], [1.859804, 3.035719, -2.052704], [1.858924, 4.177359, -0.705050], [2.261454, 1.613762, 1.227510], [2.326956, 0.639928, 1.708472], [2.427408, 2.398111, 1.968072], [3.629758, 1.835696, -0.011045], [3.235985, 1.133571, -1.239233], [4.844167, 0.700706, 0.818866], [4.289981, -0.709219, 0.918542], [4.083142, -1.243986, 1.990402], [4.093872, -1.284036, -0.282496], [3.994783, -0.666268, -1.083649], [3.415744, -2.561694, -0.400170], [1.933512, -2.341448, -0.578704], [1.507955, -2.212736, -1.827562], [0.227431, -1.962828, -2.034061], [-0.699747, -1.839688, -1.011510], [-0.254412, -1.973350, 0.294235], [1.088439, -2.221105, 0.518935], [1.481876, -2.316781, 1.519103], [-0.942667, -1.881184, 1.119609], [-1.738467, -1.640022, -1.226358], [-0.063406, -1.861063, -3.071988], [3.616157, -3.125908, 0.512882], [3.817266, -3.083864, -1.270754], [5.739919, 0.725247, 0.199858], [5.054840, 1.102726, 1.806798], [-3.026148, 1.584908, -1.652136], [-5.304127, 0.654833, -1.562384], [-7.131033, -0.208793, -0.137133], [-6.765079, -0.965019, 1.422261], [-6.419527, -1.819095, -0.079838]],
  "atomic_forces_ev_per_a": [[0.02, -0.06, -0.03], [0.03, 0.05, -0.01], [-0.06, -0.06, 0.07], [0.19, -0.01, 0.12], [-0.53, 0.01, -0.19], [0.16, 0.15, -0.16], [-0.05, 0.00, -0.08], [-0.03, -0.04, 0.09], [0.07, -0.03, 0.11], [0.97, -0.13, 0.66], [-0.81, -0.21, 0.02], [-0.20, 0.79, -0.92], [0.74, -0.24, 0.71], [-0.38, -0.03, -0.15], [-0.21, -0.18, -0.13], [0.02, 0.14, 0.00], [0.02, 0.03, -0.07], [0.00, 0.10, -0.01], [0.38, 0.14, -0.23], [0.07, -0.06, 0.02], [0.08, -0.02, 0.10], [0.46, -0.15, 1.45], [-0.31, -0.25, -1.16], [-0.42, 0.42, -0.08], [0.26, 0.26, -0.24], [-0.10, -0.11, 0.35], [0.04, -0.22, -0.31], [0.07, 0.05, 0.18], [-0.05, -0.13, 0.17], [0.03, -0.11, 0.26], [0.46, -0.07, -0.28], [-0.36, 0.08, -0.03], [0.04, -0.06, 0.06], [0.09, -0.09, -0.14], [-0.08, -0.07, -0.08], [0.07, -0.02, 0.10], [-0.04, 0.03, 0.07], [-0.09, 0.02, -0.05], [-0.13, 0.02, -0.05], [0.02, 0.01, -0.16], [-0.09, -0.02, 0.12], [-0.02, 0.11, -0.04], [0.01, -0.04, 0.05], [0.01, 0.05, -0.08], [-0.07, 0.02, -0.07], [-0.09, 0.00, -0.01], [-0.08, -0.02, 0.04], [-0.08, -0.06, -0.01]],
  "mulliken_charge": [-1.46, 1.01, -0.67, -0.64, 0.29, -0.51, -0.68, 0.38, 0.58, 0.14, -0.40, 0.66, 0.49, -0.33, -1.79, 0.40, 0.32, 0.37, -0.63, 0.33, 0.41, 0.35, -0.64, -0.82, 0.43, -0.63, -0.11, 0.34, -1.15, 0.77, -0.60, -0.56, -0.24, -0.17, -0.51, 0.36, 0.47, 0.47, 0.40, 0.43, 0.37, 0.48, 0.42, 0.44, 0.38, 0.39, 0.38, 0.27],
  "lumo_ev": 0.53,
  "total_charge": 0,
  "homo_energy_ev": -8.139,
  "de_lowest_kj_mol": 212.2,
  "energy_ev": -42529.1711
}

---

{
  "formula": "C20H21N3OS",
  "method": "ωB97M-V/def2-TZVPD",
  "elements": ["C", "C", "C", "C", "C", "C", "C", "C", "N", "C", "S", "N", "C", "C", "C", "C", "C", "N", "C", "C", "C", "C", "C", "C", "O", "H", "H", "H", "H", "H", "H", "H", "H", "H", "H", "H", "H", "H", "H", "H", "H", "H", "H", "H", "H", "H"],
  "coordinates": [[3.850892, 0.482505, -0.147788], [3.800594, -1.104328, -0.979742], [2.580410, -1.829614, -0.231697], [2.790638, -2.908751, 0.768919], [1.830123, -3.517575, 1.013632], [0.490988, -3.243681, 0.677163], [0.312180, -2.287038, -0.119975], [1.247622, -1.263243, -0.610920], [0.941404, -0.333987, -1.640550], [-0.098895, 0.041501, -1.914152], [-0.415928, 0.724548, -3.355968], [-0.947098, 0.609501, -0.746480], [-2.163654, 1.171089, -1.079175], [-3.344513, 0.197611, -0.406833], [-4.156427, 1.122311, 0.507833], [-5.261445, 0.151972, 1.239856], [-5.251269, -1.181806, 0.826102], [-4.483074, -1.594411, -0.193521], [-3.594566, -0.986986, -0.834035], [-0.501158, 0.690532, 0.443707], [0.357240, 1.855202, 0.801694], [0.786406, 2.709769, -0.157192], [1.649428, 3.652197, 0.535858], [1.963087, 3.272748, 1.624338], [1.071473, 2.109160, 1.950740], [4.008812, 0.421916, 0.849244], [4.824805, 1.120761, -0.624171], [2.960358, 1.003161, -0.530844], [3.602568, -0.796984, -1.989158], [4.870412, -1.494791, -0.602382], [3.852256, -3.141120, 0.906778], [1.973218, -4.381582, 1.855534], [-0.407159, -3.787973, 1.404452], [-0.663661, -2.122919, -0.255226], [1.577701, -0.250766, -2.221016], [-2.354589, 1.147381, -2.327266], [-2.240504, 2.209863, -0.462362], [-4.035277, 2.205252, 0.843173], [-5.884957, 0.542943, 1.865608], [-6.056868, -1.918928, 1.166570], [-2.918455, -1.418059, -1.428492], [-0.031814, -0.132405, 1.112024], [-1.368447, 1.022162, 0.971736], [0.378749, 3.106379, -1.152790], [2.040327, 4.676137, 0.214293], [2.418079, 3.450339, 2.432494]],
  "atomic_forces_ev_per_a": [[2.06, -0.15, -6.90], [0.86, 1.78, 6.02], [-0.01, 4.11, -2.93], [13.14, 10.62, -7.52], [-12.45, -12.43, 8.97], [-0.15, -5.71, 6.00], [-0.39, 6.35, -3.70], [3.54, -6.34, 2.79], [9.23, -9.06, 11.96], [-16.64, 10.38, -1.03], [-0.36, -0.16, -2.48], [1.50, -3.97, -9.91], [-4.40, -0.14, -0.39], [1.66, 14.19, 2.04], [-2.32, -7.22, 1.06], [7.20, 0.72, -6.23], [-0.88, 0.74, -0.95], [-4.19, -5.37, 2.05], [-0.73, -0.10, 1.66], [2.37, 0.37, 10.30], [3.05, 1.50, -1.80], [-1.10, 3.27, -1.39], [-0.72, 5.86, -10.66], [-3.48, -7.48, 5.73], [0.20, -0.59, -0.86], [-0.02, -0.39, 3.09], [-2.59, -1.82, 1.23], [0.25, -0.02, 0.86], [0.45, -0.58, -0.57], [-2.53, 0.35, -1.78], [-0.54, 0.00, 0.49], [-0.49, 1.62, -2.11], [2.63, 1.52, -2.90], [-3.91, 1.17, -1.12], [7.70, 0.82, -7.16], [0.81, 0.67, 3.82], [0.01, -1.97, -2.23], [0.14, -1.82, -0.91], [-3.67, 2.11, 3.88], [1.42, 1.08, -0.23], [2.00, -2.18, -2.94], [-1.18, 0.35, -1.58], [-1.03, -0.65, 1.47], [0.38, -1.67, 1.46], [-0.56, -1.76, -0.30], [3.76, 2.03, 5.68]],
  "mulliken_charge": [-0.72, -0.81, 0.09, -0.96, -0.22, -0.09, -0.82, 0.63, 0.53, -0.14, -0.41, 0.59, -0.97, 0.54, -0.49, -0.76, -0.24, -0.63, -0.20, -0.81, 0.38, 0.06, -0.80, -0.64, -0.55, 0.41, 0.27, 0.10, 0.35, 0.30, 0.37, 0.15, 0.18, 0.65, 0.07, 0.22, 0.28, 0.30, 0.56, 0.32, 0.77, 0.05, 0.70, 0.35, 0.26, 0.81],
  "lumo_ev": 0.23,
  "total_charge": 0,
  "homo_energy_ev": -8.211,
  "de_lowest_kj_mol": 1825.6,
  "smiles": "CCc1ccccc1NC(=S)N(Cc1cccnc1)Cc1ccco1",
  "energy_ev": -38416.2131
}

---

{
  "formula": "C20H21N5O3S",
  "method": "ωB97M-V/def2-TZVPD",
  "elements": ["C", "H", "O", "C", "C", "C", "C", "C", "C", "H", "H", "O", "C", "H", "H", "H", "C", "N", "N", "C", "O", "C", "H", "H", "S", "C", "N", "N", "C", "N", "C", "C", "C", "C", "C", "C", "H", "H", "H", "H", "H", "C", "H", "H", "H", "H", "H", "H", "H", "H"],
  "coordinates": [[1.657450, -2.568737, 5.456303], [2.202080, -3.104707, 6.317716], [0.974300, -1.664966, 6.187280], [0.023179, -0.861532, 5.312336], [-0.393223, -1.092455, 3.886545], [-1.119577, -0.133414, 3.167446], [-1.781994, 1.014768, 3.833750], [-1.527880, 0.859058, 5.240932], [-0.607103, 0.074649, 5.879398], [-0.463948, 0.315826, 7.021028], [-1.809146, 1.685449, 5.814717], [-2.551618, 1.426693, 3.102374], [-3.544105, 2.560512, 3.806892], [-2.575300, 3.342915, 4.289899], [-4.010825, 2.920138, 3.021323], [-3.939649, 2.333337, 4.578301], [-1.413365, -0.359679, 1.836468], [-2.098365, 0.291872, 1.071027], [-2.162241, -0.257312, -0.080843], [-2.897497, 0.634129, -1.054557], [-3.702423, 1.429253, -0.839107], [-2.769829, 0.066484, -2.539184], [-3.674337, 0.330526, -3.007418], [-2.789357, -0.989475, -2.486873], [-1.436821, 0.243317, -3.413894], [-0.280566, -0.573206, -2.714837], [-0.606795, -1.405101, -1.920199], [0.873048, -2.176789, -1.639001], [1.662828, -1.383429, -2.531205], [1.016904, -0.429486, -3.166210], [1.682068, 0.254613, -4.138800], [0.990817, 0.326537, -5.489993], [1.665930, 1.266777, -6.331862], [2.628148, 2.057579, -6.094456], [3.239337, 1.973279, -4.818955], [2.907416, 1.049227, -3.744817], [3.061181, 0.892350, -2.830014], [4.280217, 2.761333, -4.472219], [3.238143, 2.671944, -6.788151], [1.380942, 1.368633, -7.435249], [0.169047, 0.006682, -5.593884], [3.252703, -1.682969, -2.653406], [3.170815, -2.860870, -2.363994], [3.563957, -1.169189, -1.977844], [3.460759, -1.829602, -3.692446], [-1.719135, -0.905185, -0.432007], [-0.791039, -1.215769, 1.457141], [0.191740, -1.715575, 3.469586], [0.980821, -3.527934, 5.017071], [2.392308, -2.250499, 4.483892]],
  "atomic_forces_ev_per_a": [[1.76, -4.86, -1.45], [0.17, 0.59, -1.86], [-3.11, 3.10, -3.08], [2.49, -5.58, -3.24], [-1.01, 5.52, 5.07], [0.81, 0.07, 3.93], [11.29, -11.48, 9.31], [-1.51, 3.51, -2.22], [-1.69, 4.16, 5.82], [-0.13, -0.60, -2.33], [-1.13, 1.10, 1.16], [-13.13, 10.19, -5.27], [13.21, 2.84, -5.90], [-3.16, -1.86, -1.88], [-2.36, 1.79, -3.45], [-5.52, -4.15, 9.37], [4.25, -3.87, 1.13], [-1.80, 1.96, 0.45], [-9.40, 11.58, -2.29], [3.22, -6.35, -1.46], [-2.07, 3.25, 1.70], [-3.02, -1.25, 4.97], [-0.71, 0.77, -1.03], [-0.90, -1.57, 0.84], [0.46, 7.04, -7.68], [2.24, 1.94, -2.55], [4.02, -7.17, 5.32], [0.06, 4.80, -4.02], [0.42, -5.76, 4.91], [0.08, -1.48, 1.55], [-0.45, 3.52, -4.71], [15.32, 6.71, 5.46], [-6.47, -4.27, -4.70], [7.01, 3.27, 3.50], [4.03, 1.03, 4.58], [-5.86, 0.79, -11.96], [2.54, -0.24, 7.19], [-3.46, -2.44, -1.49], [-1.24, -0.37, 0.13], [-0.47, -0.57, 1.54], [-11.07, -4.88, -1.91], [-8.95, -10.06, -6.29], [0.65, 2.82, 0.03], [5.29, 6.09, 7.20], [1.02, 1.24, -0.40], [6.29, -8.45, -3.88], [-0.79, 0.21, -0.08], [3.39, -4.96, -3.75], [1.28, 2.64, 0.82], [-1.93, -0.33, 2.89]],
  "mulliken_charge": [-0.63, 0.27, -0.34, 0.10, -1.29, 0.00, 0.61, -0.54, -0.15, 0.22, 0.31, -0.31, -1.04, 0.30, 0.37, 0.48, 0.57, -0.47, 0.10, 0.42, -0.47, -0.88, 0.47, 0.39, -0.30, 0.41, -0.48, -0.73, 0.79, 0.33, 0.60, -1.18, -0.42, -0.37, -0.40, -0.62, 0.80, 0.13, 0.33, 0.22, 0.93, -1.59, 0.29, 0.71, 0.41, 0.34, 0.20, 0.62, 0.22, 0.23],
  "lumo_ev": 0.20,
  "total_charge": 0,
  "homo_energy_ev": -7.322,
  "de_lowest_kj_mol": 2315.8,
  "energy_ev": -45487.8133
}

---

{
  "formula": "C20H22BFN",
  "method": "ωB97M-V/def2-TZVPD",
  "elements": ["C", "C", "N", "B", "H", "C", "C", "C", "C", "C", "H", "H", "H", "H", "H", "H", "H", "H", "H", "H", "H", "F", "C", "C", "C", "C", "C", "C", "C", "C", "C", "C", "C", "C", "C", "H", "H", "H", "H", "H", "H", "H", "H", "H", "H"],
  "coordinates": [[-0.917436, -3.457073, -2.560733], [0.143099, -2.455643, -2.915597], [0.251401, -1.318348, -2.194787], [-0.818303, -1.045594, -1.039853], [-0.870891, 0.073101, 0.135972], [1.207542, -0.421357, -2.529439], [1.405029, 0.855979, -1.778954], [2.162734, -0.718830, -3.525833], [2.074764, -1.889667, -4.238835], [1.067870, -2.797193, -3.918596], [-0.972506, -4.303647, -3.294875], [-0.700136, -3.854176, -1.529369], [-1.927025, -2.996524, -2.421353], [-1.889224, -0.893194, -1.481370], [-0.802253, -1.993413, -0.299673], [2.023324, 1.512179, -2.420814], [0.478523, 1.365966, -1.458730], [1.965911, 0.632844, -0.855182], [2.997669, -0.022912, -3.673006], [2.798983, -2.131082, -5.025700], [0.994119, -3.737790, -4.351632], [2.581719, 3.607424, 2.659542], [2.302065, 2.273116, 2.415598], [3.283723, 1.316105, 2.735207], [3.043635, -0.009763, 2.323358], [1.844231, -0.361097, 1.717837], [0.776289, 0.583500, 1.724177], [-0.544742, 0.097062, 1.353559], [-1.746710, 0.874203, 1.839898], [-2.906786, 0.682150, 1.077136], [-4.067303, 1.450947, 1.347191], [-4.096987, 2.309680, 2.461403], [-2.958339, 2.411485, 3.258006], [-1.790114, 1.712796, 2.950333], [1.058399, 1.942175, 1.921068], [4.177497, 1.603957, 3.270988], [3.804897, -0.763162, 2.476776], [1.657975, -1.410374, 1.416953], [-0.753599, -0.982460, 1.547922], [-2.870151, 0.134085, 0.159833], [-4.926578, 1.432188, 0.650011], [-5.020826, 2.887317, 2.704220], [-2.935615, 3.134564, 4.084109], [-0.866757, 1.951515, 3.520326], [0.280892, 2.718963, 1.762930]],
  "atomic_forces_ev_per_a": [[-0.69, -0.41, 0.98], [0.21, -1.59, -0.49], [0.14, 1.72, 0.10], [0.08, -2.54, -0.32], [1.28, 0.10, 0.25], [1.33, -0.12, -0.57], [0.04, 0.17, 0.36], [-0.46, 0.58, 0.68], [0.12, -0.81, -0.28], [-0.31, 2.50, 1.51], [0.10, 0.95, 0.75], [-0.05, 0.07, -1.01], [0.75, -0.29, -0.48], [-0.38, 1.02, -0.11], [0.30, 0.52, 0.08], [-0.51, -0.13, 0.60], [0.29, -0.21, -0.38], [-0.08, 0.16, -0.26], [-0.59, -0.24, -0.08], [-0.26, 0.13, 0.40], [-0.22, -1.38, -0.90], [-0.38, -1.60, -0.25], [1.13, 0.78, 0.63], [-1.07, -0.02, -0.68], [0.23, 0.67, -0.09], [-0.86, 0.20, 1.08], [1.86, -0.63, -1.40], [-2.22, -0.90, -0.45], [-0.72, -0.36, -0.52], [-1.17, 2.08, 0.70], [0.35, -0.24, 0.00], [-0.44, -0.28, -0.17], [-0.03, 0.42, 0.12], [0.71, 0.58, 0.19], [-0.69, 0.13, 0.12], [0.04, 0.04, -0.17], [0.04, 0.06, 0.01], [0.07, 0.75, 0.27], [0.74, 0.85, 0.14], [-0.08, -0.45, -0.22], [0.60, -0.19, 0.58], [1.00, -0.49, -0.30], [-0.08, -0.49, -0.29], [-0.90, -0.49, -0.30], [0.78, -0.61, 0.17]],
  "mulliken_charge": [-1.50, 1.11, -0.07, 0.95, -0.30, 1.13, -1.47, -0.88, -0.42, -1.01, 0.39, 0.34, 0.32, -0.18, -0.13, 0.47, 0.39, 0.24, 0.36, 0.41, 0.48, -0.31, 0.16, -0.58, -0.57, -0.62, 0.52, 0.02, 0.24, -0.60, -0.70, -0.48, -0.75, -0.12, -0.49, 0.48, 0.43, 0.41, 0.63, 0.40, 0.36, 0.36, 0.37, 0.53, 0.69],
  "lumo_ev": -4.22,
  "total_charge": 1,
  "homo_energy_ev": -11.941,
  "de_lowest_kj_mol": 104.8,
  "energy_ev": -25973.0583
}

---

Which formula does entry 3 have?
C20H21N5O3S